C16H44CuN4O4 | the ωB97M-V functional and the def2-TZVPD basis

The geometry in XYZ format:
```
69
Properties=species:S:1:pos:R:3:forces:R:3:nbo_charge:R:1
Cu -0.842384 -0.223337 -0.685259 2.1314 -4.4958 2.6465 0.888
C -0.024806 0.245071 3.395295 0.1361 1.1892 0.5556 -0.625
C -0.572099 -0.596727 2.246613 -1.3931 0.5588 1.2077 -0.079
C -1.744220 -1.491807 2.773059 1.0634 -0.0033 -0.5399 -0.060
O -2.356336 -0.818224 3.818556 -0.4696 0.5141 0.2927 -0.534
C -3.468791 -1.480739 4.324145 -1.1554 -0.2351 0.9777 -0.258
N -1.081931 0.217546 1.149433 -1.9660 3.6362 1.3806 -0.939
H 0.017044 -0.379136 4.301774 0.1990 0.3908 -0.2514 0.238
H -0.730252 1.116715 3.617696 0.9243 -1.2424 -0.2318 0.222
H 0.999250 0.676434 3.182341 -1.1590 -0.6120 0.1595 0.208
H 0.217739 -1.183185 1.842054 0.5997 -0.7656 -0.2622 0.196
H -1.372205 -2.437246 3.137032 0.4890 -0.5397 0.1733 0.179
H -2.446799 -1.768588 1.970428 -0.0379 0.3480 -0.0734 0.162
H -4.187829 -1.739936 3.591862 -0.6553 -0.1736 -1.5227 0.163
H -4.060570 -0.862806 4.995580 0.5674 0.4668 0.2111 0.204
H -3.328425 -2.426884 4.844195 0.9384 -0.1091 0.1942 0.176
H -0.706054 1.236931 1.136402 -0.4600 -2.3726 0.5502 0.391
H -2.131237 0.411835 1.222473 1.7610 -0.5563 0.5439 0.380
C -0.267587 -2.997838 -0.369548 0.7556 -1.1172 -2.1025 -0.601
C 1.058777 -2.375813 -0.767278 -1.0044 -2.0445 -1.1425 -0.086
C 1.634702 -3.045387 -2.019520 -0.7305 -1.7677 1.5961 -0.058
O 2.680195 -2.384597 -2.593920 1.6791 1.2456 -0.6865 -0.538
C 3.926077 -2.558115 -1.921015 0.5304 -0.0059 0.1047 -0.263
N 0.812928 -1.024097 -1.107573 2.2929 1.1244 -1.4186 -0.965
H -0.166569 -4.050865 -0.201790 -0.0130 -0.7660 0.1957 0.216
H -1.010246 -2.843678 -1.168982 0.3286 -0.1410 0.2708 0.199
H -0.606897 -2.534761 0.486885 -0.8779 0.8303 1.8493 0.203
H 1.780914 -2.551434 0.012889 0.2853 0.6595 0.6474 0.194
H 0.843267 -3.174842 -2.749925 -0.1626 0.1427 -0.3525 0.179
H 1.913718 -4.041573 -1.662829 0.2371 -0.4191 -0.4388 0.166
H 4.793897 -2.013014 -2.381427 -1.3128 -0.1721 0.0205 0.203
H 4.191834 -3.606802 -1.965484 0.1057 -0.4261 0.0717 0.184
H 3.879382 -2.271955 -0.859518 -0.1073 0.0374 -0.2548 0.165
H 0.667407 -1.012967 -2.140356 0.4240 -0.0605 0.8232 0.370
H 1.758925 -0.616875 -1.001633 -0.4562 0.8076 -0.1505 0.445
C 2.281836 2.265987 -1.669665 -1.2496 -0.4522 0.4743 -0.613
C 2.901893 1.733300 -0.376476 1.6605 -0.4727 -1.5160 -0.075
C 2.096393 1.758874 0.860302 -1.5144 0.0005 0.4489 -0.061
O 1.618537 3.081290 1.034369 0.5971 -0.3569 -1.1968 -0.547
C 1.207768 3.411818 2.309879 -0.4112 -1.4519 0.3158 -0.231
N 3.339630 0.335872 -0.647536 1.4821 -0.3220 1.0140 -0.854
H 2.014849 3.305610 -1.573096 -0.5232 0.3053 0.3088 0.229
H 1.408802 1.645872 -2.017638 0.7045 0.6432 0.5330 0.196
H 2.974428 2.292779 -2.477922 0.9064 -0.4124 -0.5367 0.221
H 3.775192 2.326737 -0.136402 0.3576 0.4859 -0.2270 0.186
H 2.678926 1.440226 1.740985 0.0385 0.0631 -0.2351 0.175
H 1.261690 1.050929 0.728782 0.0465 0.0564 0.2260 0.159
H 0.239315 2.980754 2.540244 -0.5127 0.0695 0.0904 0.149
H 1.191808 4.447682 2.382108 -0.2370 1.9073 0.1380 0.200
H 1.874231 3.031326 3.054779 0.7194 -0.2766 0.6404 0.168
H 3.954362 0.020573 0.138078 -0.9074 0.2625 -0.4817 0.366
H 4.033485 0.313465 -1.405915 -0.6686 0.2882 -0.0174 0.379
C -3.824740 1.094214 -2.284788 -0.3132 -0.4143 -0.0886 -0.632
C -2.635855 0.249870 -2.517525 1.5957 0.0382 -0.9241 -0.074
C -1.343844 1.046223 -2.540801 -0.7810 0.1396 -0.5737 -0.097
O -1.020566 1.435797 -1.215391 -0.3744 5.8516 -2.7141 -0.634
C -1.138647 2.852076 -0.966993 -1.9684 -0.5910 1.1838 -0.235
N -2.414990 -0.758629 -1.509216 -3.6287 -2.9847 -1.7145 -0.914
H -3.708087 1.600421 -1.318427 -0.4900 0.2266 -0.3969 0.207
H -4.713155 0.476306 -2.350396 -0.3040 -0.0873 0.5503 0.230
H -3.892840 1.700939 -3.161013 -0.2159 1.2798 -0.1262 0.233
H -2.708488 -0.287410 -3.459153 -0.0716 0.2962 -0.4383 0.201
H -1.503963 1.808687 -3.236979 -0.0549 2.1452 -0.7205 0.195
H -0.517675 0.513016 -2.956908 0.5636 -0.7194 -0.1642 0.191
H -2.183348 3.144784 -1.222485 0.7500 0.0739 0.1166 0.183
H -0.446840 3.448611 -1.506801 0.8110 0.3072 -0.4912 0.203
H -1.021669 2.985323 0.125742 0.1728 0.0924 -0.6522 0.196
H -2.779795 -1.609014 -2.051041 0.7143 0.8620 2.0766 0.395
H -3.069463 -0.535615 -0.765353 -0.3814 -0.7790 0.0541 0.380
```
Positions in Å, forces in eV/Å.

Calculated values
Energy above the lowest of the compared OMol25 structures with the same formula, charge and spin: 0.0000 eV
Maximum force: 6.46 eV/A
HOMO-LUMO gap: 0.298 Eh
Charge: +1



C16H44N4O4 | the ωB97M-V functional and the def2-TZVPD basis

The geometry in XYZ format:
```
68
Properties=species:S:1:pos:R:3:forces:R:3:nbo_charge:R:1
C -2.899252 -0.523257 1.898268 0.4308 -0.2405 0.3527 -0.255
O -1.815988 0.396471 1.772298 -0.1330 -2.2908 -0.0935 -0.535
C -2.200349 1.708619 1.697967 -0.4361 1.4688 0.9516 -0.067
C -0.961349 2.540110 1.643415 2.1908 0.7411 -0.0113 -0.077
C -0.964969 3.997828 2.095997 -0.2709 0.1248 0.1717 -0.608
N -0.346586 2.595561 0.334126 -0.2061 -0.3982 -1.6572 -0.824
H -3.447582 -0.405052 2.832860 -0.2403 0.6206 0.0627 0.169
H -2.517417 -1.538686 2.004151 0.4416 0.1176 -0.4081 0.195
H -3.582587 -0.501108 1.049359 -0.0467 0.2160 -0.0945 0.170
H -2.919099 1.871209 0.894803 0.0530 0.2774 -0.3669 0.170
H -2.665236 2.031376 2.629529 -0.6034 -0.1471 0.3182 0.160
H -0.166926 2.024917 2.183382 -0.6609 -0.3325 1.2723 0.177
H -0.078096 4.471704 1.675296 -0.0743 0.0072 -0.1925 0.213
H -0.850612 4.180622 3.164467 -0.5357 -0.3094 0.1558 0.207
H -1.831127 4.516179 1.684677 -0.0356 0.1554 0.1560 0.209
H -0.334002 1.653225 -0.029108 -0.0492 -0.2746 -0.3592 0.351
H 0.630674 2.793474 0.495083 0.1805 0.2583 -0.2713 0.345
C -4.661733 -12.892682 -1.244391 -0.7163 -0.6204 0.5066 -0.244
O -4.667840 -11.602383 -0.717318 1.1771 1.3021 -0.7511 -0.549
C -3.644535 -10.746854 -1.284041 -0.5987 0.1211 0.7815 -0.079
C -3.905942 -9.292978 -0.898777 1.9133 -0.7133 -0.0391 -0.073
C -2.686065 -8.481152 -1.347350 -0.1210 0.5222 -0.5946 -0.623
N -3.949162 -9.172690 0.581226 -1.1674 0.1169 -0.9931 -0.810
H -5.588894 -13.328323 -0.871987 -0.2323 -0.1242 -0.4949 0.190
H -3.907599 -13.560635 -0.828176 0.6464 0.2443 -0.0490 0.163
H -4.610231 -12.889243 -2.333163 -0.0922 -0.1213 -0.0874 0.166
H -2.670467 -10.954869 -0.841311 0.2214 -0.5221 0.1627 0.154
H -3.505038 -10.841218 -2.360948 -0.5037 -0.3176 -0.2343 0.173
H -4.779984 -8.898082 -1.416666 -0.2676 -0.0399 0.5062 0.196
H -2.297399 -8.608828 -2.357662 -0.7071 -0.3613 -0.4657 0.205
H -1.775779 -8.695829 -0.787539 -0.3246 0.2808 0.7315 0.207
H -3.030800 -7.448327 -1.296974 0.7106 0.2039 0.3610 0.223
H -3.233365 -9.786793 0.942656 0.4098 0.0039 0.0927 0.343
H -4.798485 -9.669790 0.808489 -0.3473 0.0265 0.5666 0.359
C 1.251807 11.090901 2.820996 0.7813 -2.3265 0.2082 -0.261
O 2.287520 10.017780 3.068899 -0.9123 1.5054 -0.0435 -0.566
C 3.563326 10.280647 2.442240 -0.5765 -0.9435 0.4615 -0.060
C 4.567256 9.124816 2.824906 0.0802 -0.1869 1.3088 -0.072
C 4.863291 9.037154 4.335136 -0.9198 1.0416 0.4671 -0.630
N 5.937288 9.216116 2.211850 -1.1896 0.2175 0.2598 -0.795
H 1.192851 11.321642 1.757336 0.3131 0.2526 0.0163 0.177
H 1.308987 11.969217 3.463956 0.6794 0.0162 -0.1030 0.180
H 0.314469 10.596070 3.075214 0.0601 -0.0565 0.0281 0.196
H 3.352699 10.276514 1.372784 0.5777 0.1234 -0.2542 0.177
H 3.864911 11.272545 2.778820 0.6274 0.0344 -0.1245 0.166
H 4.098186 8.153715 2.666675 -0.1522 0.1374 -1.0330 0.194
H 5.551434 8.245949 4.632689 -0.1477 -0.2891 -0.4073 0.205
H 3.953680 8.958601 4.930584 -0.0369 -0.0880 0.0481 0.224
H 5.353209 9.963068 4.636421 0.0099 0.2655 0.1969 0.187
H 6.351849 8.328301 2.456866 0.0611 -0.6660 -0.6065 0.344
H 6.367446 9.732616 2.965710 0.7447 0.9605 -0.4228 0.336
C -0.939806 -0.768562 -4.876987 1.2582 0.3485 -0.8221 -0.263
O 0.532578 -0.730550 -4.757640 -0.8870 -0.0470 -0.1837 -0.565
C 1.166182 -1.630019 -3.818545 -2.0222 0.4285 -0.1208 -0.055
C 2.668891 -1.452431 -3.663877 0.5020 -1.5542 -0.9545 -0.082
C 3.144088 -2.358875 -2.553977 -0.3903 -0.9122 1.2359 -0.606
N 3.072866 -0.105725 -3.452037 -0.2388 2.0143 0.0158 -0.829
H -1.502586 -0.440320 -4.003122 0.4075 -0.0890 0.2965 0.179
H -1.390292 -1.666600 -5.299709 0.5846 -0.8785 0.6183 0.173
H -1.179788 -0.106163 -5.708694 0.3513 0.6192 0.2911 0.196
H 0.655130 -1.477159 -2.867989 0.2562 0.2637 0.5247 0.162
H 0.840360 -2.632752 -4.095076 0.6928 -0.4184 -0.1553 0.174
H 3.194811 -1.844461 -4.534412 -0.3567 -0.1367 -0.6576 0.163
H 2.530814 -2.247816 -1.659739 0.1016 0.5064 0.2593 0.204
H 4.189510 -2.259800 -2.261802 -0.0186 0.4471 -0.2230 0.218
H 3.016371 -3.423830 -2.748078 -0.0278 -0.0759 -0.6414 0.206
H 2.519429 0.497513 -4.043564 -0.8496 0.1493 0.1594 0.366
H 3.965052 0.119384 -3.868473 0.6323 -0.6587 0.3710 0.357
```
Positions in Å, forces in eV/Å.

Calculated values
Energy above the lowest of the compared OMol25 structures with the same formula, charge and spin: 2.9122 eV
Maximum force: 2.46 eV/A
HOMO-LUMO gap: 0.356 Eh
SMILES: COC[C@H](C)N.COC[C@H](C)N.COC[C@H](C)N.COC[C@H](C)N
Charge: 0